No. 1
The following is a quantum chemistry calculation of C2H3N3OS in the gas phase, from the OMol25 dataset.

Atoms and positions in Å:
C  1.10638  0.49511  -0.52868
C  -0.67904  -0.61737  -0.14512
N  0.54084  -0.29279  0.26955
N  -0.88186  0.02179  -1.30453
N  0.28679  0.72162  -1.56936
O  0.17926  -1.40632  2.09912
S  -1.26654  -1.28473  1.61791
H  2.06212  0.80936  -0.40387
H  0.30653  1.50993  -2.24931
H  -1.65449  0.04340  2.21430

Computed properties:
relative energy (zero: lowest compared OMol25 entry of this formula, charge and spin): 4.010 eV
LUMO: 0.182 eV
highest occupied orbital energy: -9.0 eV
molecular weight: 117.13 g mol⁻¹
DFT total energy: -715.5489 Eh
frontier orbital gap: 0.337 Ha

***

No. 2
The following is a quantum chemistry calculation of C3H5N3 in the gas phase, from the OMol25 dataset.

Atoms and positions in Å:
C  -1.86522  0.00899  0.18756
C  -0.36177  0.05007  0.02689
N  0.48807  -0.57690  0.93101
C  1.69646  -0.31975  0.43227
N  1.56944  0.34211  -0.72304
N  0.26622  0.57790  -1.01909
H  -2.26042  0.98238  0.51497
H  -2.34365  -0.23443  -0.80246
H  -2.08716  -0.74894  0.98808
H  2.63712  -0.68716  0.85923
H  2.26091  0.60573  -1.39542

Computed properties:
relative energy (zero: lowest compared OMol25 entry of this formula, charge and spin): 0.272 eV
LUMO: 1.005 eV
highest occupied orbital energy: -9.8 eV
molecular weight: 83.09 g mol⁻¹
SMILES: Cc1nc[nH]n1
DFT total energy: -281.5801 Eh
frontier orbital gap: 0.397 Ha

***

No. 3
The following is a quantum chemistry calculation of 2 unconnected molecules or ions with the total composition CH2ClO, from the OMol25 dataset.

Atoms and positions in Å:
C  1.08694  0.19624  -0.23473
O  1.53618  -0.35169  0.79767
Cl  -3.87794  -0.29035  0.10173
H  0.56454  1.26616  0.24871
H  0.69027  -0.82035  -0.91339

Computed properties:
relative energy (zero: lowest compared OMol25 entry of this formula, charge and spin): 1.311 eV
LUMO (spin up / spin down): -0.066 / -4.203 eV
highest occupied orbital energy (spin up / spin down): -9.8 / -9.8 eV
expectation value of S²: 0.75
molecular weight: 65.48 g mol⁻¹
DFT total energy: -574.5597 Eh
spin multiplicity: 2
frontier orbital gap (spin up / spin down): 0.359 / 0.207 Ha

***

No. 4
The following is a quantum chemistry calculation of C8H12O2 in the gas phase, from the OMol25 dataset.

Atoms and positions in Å:
C  0.84575  -1.90638  -1.80327
C  0.33497  -0.89789  -1.08751
C  -1.07505  -0.78031  -0.58558
C  -0.85659  -0.88253  0.90369
O  -0.76132  -2.17109  1.36702
C  -0.45141  0.17275  1.68480
C  -0.98582  1.57386  1.59781
C  1.32303  0.19298  -0.54582
C  1.08130  1.56119  -1.14904
O  2.46223  -0.13850  -0.19949
H  1.88359  -1.88519  -2.12697
H  0.22426  -2.73881  -2.12869
H  -1.51348  0.18007  -0.86705
H  -1.70734  -1.60629  -0.93028
H  -0.44461  -2.16240  2.28555
H  -0.12757  -0.07868  2.69419
H  -0.18266  2.27430  1.84576
H  -1.36856  1.82376  0.60692
H  -1.78696  1.73834  2.32440
H  1.14351  2.30959  -0.35557
H  0.10889  1.65108  -1.63789
H  1.85383  1.77017  -1.89297

Computed properties:
relative energy (zero: lowest compared OMol25 entry of this formula, charge and spin): 1.925 eV
LUMO: 0.759 eV
highest occupied orbital energy: -8.6 eV
molecular weight: 140.18 g mol⁻¹
SMILES: C=C(C/C(O)=C\C)C(C)=O
DFT total energy: -462.4356 Eh
frontier orbital gap: 0.342 Ha